# 1
C4H7NO in the gas phase. Source: the Open Molecules 2025 dataset; level of theory: ωB97M-V with the def2-TZVPD basis set.

Summary:
* max |F|: 0.016 Eh/bohr
* total charge: 0
* ΔE to the lowest compared entry with this formula, charge and spin: 39.8 kcal per mole
* Kohn-Sham gap: 10.61 eV
* SMILES: C=CN(C)C=O

CARTESIAN COORDINATES (ANGSTROEM)
C 1.736 -1.038 0.157
C 0.423 -0.878 0.254
N -0.131 0.413 0.057
C -0.904 0.462 -1.184
C -0.587 1.005 1.222
O -1.651 1.563 1.336
H 2.148 -2.034 0.093
H 2.419 -0.181 0.131
H -0.335 -1.663 0.437
H -0.412 -0.186 -1.922
H -0.928 1.474 -1.596
H -1.931 0.119 -1.029
H 0.154 0.943 2.044



# 2
C4H7NO in the gas phase. Source: the Open Molecules 2025 dataset; level of theory: ωB97M-V with the def2-TZVPD basis set.

Summary:
* max |F|: 0.010 Eh/bohr
* total charge: 0
* ΔE to the lowest compared entry with this formula, charge and spin: 124.5 kcal per mole
* Kohn-Sham gap: 7.82 eV

CARTESIAN COORDINATES (ANGSTROEM)
O 2.128 1.240 -1.068
C 1.665 0.176 -0.775
N 0.287 -0.012 -0.457
C -0.642 0.990 0.188
C -1.555 -0.237 0.281
C -0.271 -1.038 0.497
H 2.236 -0.768 -0.750
H -0.139 1.355 1.102
H -0.893 1.826 -0.468
H -2.344 -0.270 1.035
H -0.567 -0.272 -1.162
H -0.185 -2.064 0.126
H 0.281 -0.926 1.450



# 3
C4H7NO in the gas phase. Source: the Open Molecules 2025 dataset; level of theory: ωB97M-V with the def2-TZVPD basis set.

Summary:
* max |F|: 0.029 Eh/bohr
* total charge: 0
* ΔE to the lowest compared entry with this formula, charge and spin: 70.8 kcal per mole
* Kohn-Sham gap: 10.47 eV
* SMILES: O[C@H]1C[C@H]2N[C@@H]12

CARTESIAN COORDINATES (ANGSTROEM)
O 1.835 0.762 0.361
C 0.913 0.249 -0.556
C 0.340 -1.165 -0.230
C -1.023 -0.548 0.138
N -0.776 0.548 1.092
C -0.520 0.761 -0.358
H 1.337 0.819 1.196
H 1.352 0.366 -1.551
H 0.868 -1.727 0.542
H 0.243 -1.755 -1.151
H -1.956 -1.113 0.101
H -1.564 1.208 1.090
H -1.070 1.647 -0.674



# 4
C4H7NO in the gas phase. Source: the Open Molecules 2025 dataset; level of theory: ωB97M-V with the def2-TZVPD basis set.

Summary:
* max |F|: 0.021 Eh/bohr
* total charge: 0
* ΔE to the lowest compared entry with this formula, charge and spin: 33.2 kcal per mole
* Kohn-Sham gap: 10.60 eV
* SMILES: C1=NCCCO1

CARTESIAN COORDINATES (ANGSTROEM)
C 0.876 -1.405 0.205
N -0.299 -1.494 -0.253
C -0.964 -0.289 -0.758
C -0.251 1.021 -0.378
C 0.454 0.674 0.922
O 1.482 -0.279 0.651
H 1.516 -2.278 0.320
H -2.013 -0.276 -0.433
H -0.974 -0.438 -1.843
H -0.951 1.855 -0.248
H 0.487 1.312 -1.135
H 0.925 1.511 1.446
H -0.288 0.087 1.504



# 5
2 unconnected molecules or ions with the total composition C4H7NO. Source: the Open Molecules 2025 dataset; level of theory: ωB97M-V with the def2-TZVPD basis set.

Summary:
* max |F|: 0.014 Eh/bohr
* total charge: 0
* ΔE to the lowest compared entry with this formula, charge and spin: 149.6 kcal per mole
* Kohn-Sham gap (spin up / spin down): 8.50 / 8.53 eV

CARTESIAN COORDINATES (ANGSTROEM)
C -1.035 0.816 1.651
N -0.115 1.088 0.570
C -0.463 -1.284 -1.960
C 0.607 0.140 0.136
C 1.641 0.434 -0.904
O 2.571 -0.311 -1.115
H -1.997 1.288 1.431
H -0.645 1.291 2.559
H -1.185 -0.256 1.850
H 0.031 -2.259 -1.740
H -1.500 -1.458 -1.594
H 0.582 -0.889 0.537
H 1.506 1.402 -1.418



# 6
C4H7NO in the gas phase. Source: the Open Molecules 2025 dataset; level of theory: ωB97M-V with the def2-TZVPD basis set.

Summary:
* max |F|: 0.007 Eh/bohr
* total charge: 0
* ΔE to the lowest compared entry with this formula, charge and spin: 83.5 kcal per mole
* Kohn-Sham gap: 8.71 eV

CARTESIAN COORDINATES (ANGSTROEM)
C 1.486 0.631 0.792
C 0.038 0.295 0.487
C -0.531 0.766 -0.741
N -0.021 -1.105 -0.023
C -1.161 -1.557 -0.517
O -2.045 -0.905 -1.099
H 1.846 -0.043 1.575
H 1.589 1.667 1.131
H 2.102 0.478 -0.098
H -0.613 0.445 1.355
H -1.509 1.219 -0.818
H 0.092 0.755 -1.630
H -1.272 -2.648 -0.413



# 7
C4H7NO in the gas phase. Source: the Open Molecules 2025 dataset; level of theory: ωB97M-V with the def2-TZVPD basis set.

Summary:
* max |F|: 0.133 Eh/bohr
* total charge: 0
* ΔE to the lowest compared entry with this formula, charge and spin: 102.0 kcal per mole
* Kohn-Sham gap: 11.15 eV
* SMILES: COC1=N[C@@H]1C

CARTESIAN COORDINATES (ANGSTROEM)
C -2.632 0.309 -0.196
O -1.630 -0.597 -0.012
C -0.285 0.051 0.370
N 0.220 1.158 0.676
C 1.100 -0.093 0.721
C 2.244 -0.337 -0.174
H -3.509 -0.265 -0.223
H -2.343 0.830 -1.181
H -2.446 1.044 0.584
H 1.285 -0.422 1.770
H 2.981 -1.045 0.179
H 2.726 0.620 -0.098
H 2.120 -0.324 -1.186



# 8
A molecular structure, C4H7NO. Source: the Open Molecules 2025 dataset; level of theory: ωB97M-V with the def2-TZVPD basis set.

Summary:
* max |F|: 0.079 Eh/bohr
* total charge: 0
* ΔE to the lowest compared entry with this formula, charge and spin: 65.8 kcal per mole
* Kohn-Sham gap: 10.98 eV

CARTESIAN COORDINATES (ANGSTROEM)
C -0.896 1.513 -0.962
C -0.066 0.418 -0.426
N 0.300 -0.671 -0.980
C 0.849 -1.447 0.138
C 0.298 -0.609 1.272
O 0.529 0.711 0.822
H -1.555 1.953 -0.204
H -1.482 1.189 -1.822
H -0.160 2.260 -1.256
H 0.424 -2.455 0.122
H 1.942 -1.520 0.156
H 0.691 -0.776 2.299
H -0.874 -0.568 0.840



# 9
C4H7NO in the gas phase. Source: the Open Molecules 2025 dataset; level of theory: ωB97M-V with the def2-TZVPD basis set.

Summary:
* max |F|: 0.014 Eh/bohr
* total charge: 0
* ΔE to the lowest compared entry with this formula, charge and spin: 190.5 kcal per mole
* Kohn-Sham gap: 7.80 eV

CARTESIAN COORDINATES (ANGSTROEM)
O 1.776 -0.635 1.186
C 0.863 0.238 0.810
C -0.758 -0.919 -0.172
N -0.768 0.423 -0.835
C -1.197 0.749 0.486
C 0.687 0.618 -0.689
H 2.016 -1.281 0.480
H 0.039 -1.593 -0.547
H -1.729 -1.424 -0.125
H -0.894 1.694 0.950
H -2.230 0.478 0.721
H 1.213 -0.015 -1.430
H 0.983 1.667 -0.835



# 10
A molecular structure, C4H7NO. Source: the Open Molecules 2025 dataset; level of theory: ωB97M-V with the def2-TZVPD basis set.

Summary:
* max |F|: 0.005 Eh/bohr
* total charge: 0
* ΔE to the lowest compared entry with this formula, charge and spin: 132.5 kcal per mole
* Kohn-Sham gap: 9.28 eV

CARTESIAN COORDINATES (ANGSTROEM)
O 0.061 -1.504 1.002
C -0.200 -0.195 0.395
C -1.098 -0.268 1.557
N 0.588 0.766 -1.341
C 1.032 0.651 0.071
C -0.583 -0.108 -1.084
H -0.578 -2.138 0.642
H 0.303 1.709 -1.568
H -0.511 0.107 2.416
H 1.975 0.103 0.173
H 1.101 1.593 0.631
H -1.569 0.341 -1.262
H -0.521 -1.057 -1.633



# 11
C4H7NO in the gas phase. Source: the Open Molecules 2025 dataset; level of theory: ωB97M-V with the def2-TZVPD basis set.

Summary:
* max |F|: 0.022 Eh/bohr
* total charge: 0
* ΔE to the lowest compared entry with this formula, charge and spin: 26.8 kcal per mole
* Kohn-Sham gap: 11.51 eV
* SMILES: N#CCCCO

CARTESIAN COORDINATES (ANGSTROEM)
N -2.420 1.639 -0.966
C -1.861 0.777 -0.433
C -1.160 -0.337 0.218
C 0.202 -0.638 -0.427
C 1.317 0.340 -0.030
O 2.032 -0.111 1.106
H -1.034 -0.099 1.280
H -1.814 -1.214 0.156
H 0.518 -1.633 -0.094
H 0.082 -0.681 -1.515
H 1.994 0.511 -0.879
H 0.904 1.315 0.250
H 2.611 -0.828 0.818



# 12
C4H7NO in the gas phase. Source: the Open Molecules 2025 dataset; level of theory: ωB97M-V with the def2-TZVPD basis set.

Summary:
* max |F|: 0.028 Eh/bohr
* total charge: 0
* ΔE to the lowest compared entry with this formula, charge and spin: 42.4 kcal per mole
* Kohn-Sham gap: 11.36 eV
* SMILES: C[C@H](C#N)CO

CARTESIAN COORDINATES (ANGSTROEM)
C 1.123 -0.790 0.065
C -0.033 -0.156 -0.720
C 0.235 1.055 -1.505
N 0.222 2.091 -2.023
C -1.037 0.496 0.464
O -1.341 -0.361 1.520
H 1.516 -1.727 -0.337
H 1.931 -0.085 0.264
H 0.717 -1.098 1.058
H -0.430 -0.900 -1.446
H -1.973 0.856 0.022
H -0.450 1.356 0.834
H -0.481 -0.738 1.803



# 13
C4H7NO in the gas phase. Source: the Open Molecules 2025 dataset; level of theory: ωB97M-V with the def2-TZVPD basis set.

Summary:
* max |F|: 0.043 Eh/bohr
* total charge: 0
* ΔE to the lowest compared entry with this formula, charge and spin: 62.9 kcal per mole
* Kohn-Sham gap: 10.62 eV
* SMILES: C1OC[C@H]2N[C@@H]12

CARTESIAN COORDINATES (ANGSTROEM)
C -0.136 0.158 -1.372
O -1.018 0.887 -0.541
C -0.404 0.987 0.736
C 0.460 -0.272 0.915
N -0.147 -1.581 0.593
C 0.537 -0.820 -0.440
H 0.647 0.812 -1.799
H -0.711 -0.284 -2.190
H 0.307 1.826 0.766
H -1.214 1.190 1.447
H 1.241 -0.316 1.655
H -1.042 -1.320 0.963
H 1.481 -1.267 -0.732



# 14
A molecular structure, C4H7NO. Source: the Open Molecules 2025 dataset; level of theory: ωB97M-V with the def2-TZVPD basis set.

Summary:
* max |F|: 0.022 Eh/bohr
* total charge: 0
* ΔE to the lowest compared entry with this formula, charge and spin: 124.9 kcal per mole
* Kohn-Sham gap: 8.96 eV

CARTESIAN COORDINATES (ANGSTROEM)
O -0.190 -1.570 1.322
C -0.920 -1.085 0.410
C -0.587 0.896 0.246
C 0.710 0.904 -0.258
C 0.859 0.477 -1.629
N 0.880 0.076 -2.715
H 1.059 -0.944 1.052
H -1.982 -0.930 0.624
H -0.677 -1.320 -0.642
H -0.732 1.321 1.238
H -1.414 1.011 -0.446
H 1.471 -0.320 0.634
H 1.523 1.484 0.164



# 15
2 unconnected molecules or ions with the total composition C4H7NO. Source: the Open Molecules 2025 dataset; level of theory: ωB97M-V with the def2-TZVPD basis set.

Summary:
* max |F|: 0.022 Eh/bohr
* total charge: 0
* ΔE to the lowest compared entry with this formula, charge and spin: 84.4 kcal per mole
* Kohn-Sham gap: 9.50 eV

CARTESIAN COORDINATES (ANGSTROEM)
O 1.823 -1.731 -0.873
C 0.535 -1.855 -0.750
C -1.507 0.648 0.057
C -0.273 0.916 0.923
C 0.931 1.128 0.113
N 1.891 1.231 -0.528
H 2.042 -0.772 -0.866
H 0.379 -2.961 -0.768
H -1.269 -0.159 -0.639
H -2.335 0.328 0.696
H -1.809 1.542 -0.494
H -0.059 0.045 1.553
H -0.411 1.777 1.585



# 16
C4H7NO in the gas phase. Source: the Open Molecules 2025 dataset; level of theory: ωB97M-V with the def2-TZVPD basis set.

Summary:
* max |F|: 0.021 Eh/bohr
* total charge: 0
* ΔE to the lowest compared entry with this formula, charge and spin: 36.9 kcal per mole
* Kohn-Sham gap: 11.37 eV
* SMILES: CO[C@@H](C)C#N

CARTESIAN COORDINATES (ANGSTROEM)
C 1.866 0.289 0.309
O 0.764 -0.596 0.325
C -0.376 -0.228 -0.413
C -1.577 -0.844 0.293
C -0.551 1.238 -0.566
N -0.696 2.371 -0.748
H 1.713 1.108 1.023
H 2.047 0.718 -0.684
H 2.738 -0.295 0.614
H -0.304 -0.623 -1.439
H -1.425 -1.925 0.354
H -1.653 -0.441 1.306
H -2.505 -0.645 -0.248



# 17
C4H7NO in the gas phase. Source: the Open Molecules 2025 dataset; level of theory: ωB97M-V with the def2-TZVPD basis set.

Summary:
* max |F|: 0.007 Eh/bohr
* total charge: 0
* ΔE to the lowest compared entry with this formula, charge and spin: 41.8 kcal per mole
* Kohn-Sham gap: 10.84 eV
* SMILES: C[C@H]1CN1C=O

CARTESIAN COORDINATES (ANGSTROEM)
C 0.366 1.640 0.401
C 0.100 0.406 -0.415
C 1.016 -0.764 -0.548
N -0.093 -0.764 0.394
C -1.310 -1.423 0.342
O -2.325 -0.913 -0.075
H -0.574 1.907 0.897
H 0.702 2.492 -0.193
H 1.099 1.420 1.182
H -0.606 0.517 -1.238
H 0.909 -1.358 -1.455
H 2.018 -0.751 -0.120
H -1.300 -2.409 0.827



# 18
C4H7NO in the gas phase. Source: the Open Molecules 2025 dataset; level of theory: ωB97M-V with the def2-TZVPD basis set.

Summary:
* max |F|: 0.009 Eh/bohr
* total charge: 0
* ΔE to the lowest compared entry with this formula, charge and spin: 59.7 kcal per mole
* Kohn-Sham gap: 10.20 eV
* SMILES: O=CCN1CC1

CARTESIAN COORDINATES (ANGSTROEM)
O -2.723 -0.634 0.747
C -1.534 -0.616 0.537
C -0.694 0.630 0.768
N 0.493 0.861 -0.044
C 0.682 0.118 -1.277
C 1.545 -0.135 -0.096
H -1.016 -1.533 0.187
H -0.388 0.615 1.825
H -1.373 1.485 0.658
H 1.066 0.690 -2.119
H -0.033 -0.661 -1.547
H 1.414 -1.076 0.442
H 2.561 0.255 -0.081



# 19
C4H7NO in the gas phase. Source: the Open Molecules 2025 dataset; level of theory: ωB97M-V with the def2-TZVPD basis set.

Summary:
* max |F|: 0.028 Eh/bohr
* total charge: 0
* ΔE to the lowest compared entry with this formula, charge and spin: 108.9 kcal per mole
* Kohn-Sham gap: 8.22 eV

CARTESIAN COORDINATES (ANGSTROEM)
C 1.190 -0.121 0.781
C -0.139 0.180 -0.462
N -0.769 -1.023 -0.770
C 0.042 0.591 1.216
C -0.137 1.230 -1.305
O 1.146 -1.418 1.224
H 1.895 -1.881 0.831
H -0.755 -1.720 -0.041
H -1.655 -0.928 -1.241
H 0.089 1.669 1.209
H -0.677 0.125 1.897
H -0.556 1.132 -2.297
H 0.328 2.164 -1.041